(1)
Formula: C25H35CrO5Si3Te
Source: the Open Molecules 2025 dataset
Level of theory: the ωB97M-V functional and the def2-TZVPD basis

Structure (ORCA input):
```
! wB97M-V def2-TZVPD RIJCOSX def2/J DEFGRID3
* xyz -2 2
Cr 0.35 -0.40 -1.29
O 3.03 0.08 -4.51
C 2.39 -0.20 -3.36
O 1.36 0.35 -3.07
C 3.15 -1.13 -2.46
O 2.32 -1.55 -1.42
C 2.06 -2.97 -1.49
C 1.54 -3.37 -2.89
O 1.68 -4.56 -3.20
O 1.03 -2.42 -3.54
H 2.45 0.70 -4.99
H 3.52 -1.96 -3.06
H 4.00 -0.58 -2.06
H 2.97 -3.52 -1.25
H 1.30 -3.17 -0.73
C 3.05 1.38 0.08
Si 1.15 1.56 -0.13
C 0.57 2.12 1.59
C 0.93 3.15 -1.17
C 1.72 4.30 -1.18
C 1.37 5.40 -1.95
C 0.21 5.36 -2.72
C -0.59 4.23 -2.72
C -0.24 3.11 -1.95
Si -1.18 1.42 -1.84
C -1.83 1.24 -3.63
C -2.73 1.84 -0.83
H 3.46 2.22 0.66
H 3.56 1.37 -0.89
H 3.28 0.45 0.61
H 1.01 3.10 1.82
H 0.88 1.39 2.35
H -0.51 2.21 1.63
H 2.62 4.34 -0.57
H 2.00 6.29 -1.96
H -0.06 6.22 -3.33
H -1.49 4.21 -3.33
H -2.44 2.11 -3.91
H -2.43 0.34 -3.74
H -0.99 1.18 -4.33
H -3.22 2.73 -1.26
H -2.49 2.06 0.21
H -3.44 1.01 -0.85
C 0.00 -0.62 4.67
Si 0.65 -1.92 3.48
C -0.49 -3.41 3.59
C 2.35 -2.44 4.09
C 0.71 -1.29 1.80
C 0.50 -0.91 0.65
H -0.02 -0.98 5.70
H -1.01 -0.32 4.39
H 0.63 0.28 4.64
H -0.56 -3.80 4.61
H -0.13 -4.21 2.94
H -1.49 -3.14 3.25
H 2.31 -2.85 5.10
H 3.04 -1.59 4.08
H 2.78 -3.20 3.43
Te -1.85 -2.03 -1.53
C -2.99 -1.84 0.24
C -2.72 -0.87 1.22
C -3.48 -0.79 2.38
C -4.53 -1.68 2.60
C -4.81 -2.64 1.64
C -4.05 -2.72 0.48
H -1.90 -0.19 1.06
H -3.25 -0.03 3.11
H -5.12 -1.61 3.51
H -5.62 -3.34 1.80
H -4.28 -3.48 -0.26
*
```

Results
- HOMO-LUMO gap (alpha / beta): 5.50 / 5.50 eV
- E_tot: -3530.84635 Eh
- <S²>: 0.773
- Energy relative to the best compared isomer or geometry (same formula, charge and spin): 0.00 kcal/mol
- E_LUMO (alpha / beta): 4.416 / 4.416 eV

(2)
Formula: C25H35FN2O3
Source: the Open Molecules 2025 dataset
Level of theory: the ωB97M-V functional and the def2-TZVPD basis

Structure (ORCA input):
```
! wB97M-V def2-TZVPD RIJCOSX def2/J DEFGRID3
* xyz 0 1
C -5.22 -3.22 2.19
O -5.37 -2.36 1.09
C -4.25 -1.75 0.60
C -2.99 -1.85 1.16
C -1.92 -1.19 0.57
C -2.08 -0.42 -0.57
C -0.91 0.34 -1.15
N -0.69 1.67 -0.58
C -1.78 2.58 -0.86
C -0.36 1.67 0.84
C 1.04 1.11 1.12
C 1.38 1.19 2.61
C 2.79 0.66 2.82
C 3.78 1.42 1.94
N 3.41 1.29 0.55
C 4.41 1.78 -0.38
C 4.37 0.97 -1.69
C 4.63 -0.48 -1.40
C 5.92 -0.99 -1.43
C 6.17 -2.30 -1.10
C 5.12 -3.11 -0.71
F 5.35 -4.40 -0.38
C 3.82 -2.63 -0.67
C 3.59 -1.31 -1.01
C 2.10 1.88 0.32
C -3.36 -0.33 -1.16
O -3.40 0.40 -2.31
C -4.54 0.45 -3.13
C -4.45 -0.97 -0.56
O -5.71 -0.90 -1.12
C -6.67 -0.20 -0.35
H -4.53 -4.04 1.97
H -4.88 -2.69 3.08
H -6.21 -3.63 2.38
H -2.82 -2.45 2.04
H -0.94 -1.29 1.01
H -1.06 0.48 -2.22
H 0.00 -0.24 -0.99
H -2.70 2.35 -0.30
H -1.47 3.59 -0.61
H -2.01 2.54 -1.92
H -1.10 1.13 1.44
H -0.37 2.72 1.16
H 1.09 0.06 0.82
H 0.66 0.60 3.19
H 1.32 2.22 2.94
H 2.83 -0.40 2.54
H 3.08 0.75 3.87
H 4.78 1.00 2.07
H 3.81 2.48 2.27
H 4.28 2.85 -0.60
H 5.39 1.64 0.07
H 3.39 1.09 -2.16
H 5.12 1.37 -2.37
H 6.74 -0.35 -1.73
H 7.17 -2.71 -1.12
H 3.02 -3.28 -0.37
H 2.58 -0.92 -0.98
H 1.85 1.82 -0.74
H 2.07 2.94 0.62
H -4.21 0.93 -4.05
H -5.34 1.04 -2.69
H -4.92 -0.55 -3.35
H -6.86 -0.70 0.60
H -6.35 0.83 -0.17
H -7.58 -0.20 -0.95
*
```

Results
- HOMO-LUMO gap: 8.90 eV
- E_tot: -1408.66803 Eh
- SMILES: COc1ccc(CN(C)C[C@@H]2CCCN(CCc3ccc(F)cc3)C2)c(OC)c1OC
- Energy relative to the best compared isomer or geometry (same formula, charge and spin): 5.42 kcal/mol
- E_LUMO: 0.726 eV

(3)
Formula: C25H35N3O4
Source: the Open Molecules 2025 dataset
Level of theory: the ωB97M-V functional and the def2-TZVPD basis

Structure (ORCA input):
```
! wB97M-V def2-TZVPD RIJCOSX def2/J DEFGRID3
* xyz 0 1
C 2.80 4.82 -0.85
C 1.65 4.23 -0.05
O 1.92 2.89 0.38
C 1.64 1.89 -0.53
O 0.23 1.81 -0.66
C -0.23 0.67 -1.26
C -1.66 0.73 -1.68
O -2.20 -0.20 -2.26
N -2.29 1.88 -1.36
C -3.68 2.11 -1.69
C -4.61 1.34 -0.80
N -5.44 1.85 0.05
C -6.08 0.78 0.62
C -7.07 0.74 1.60
C -7.53 -0.50 1.99
C -7.03 -1.68 1.43
C -6.04 -1.66 0.47
C -5.58 -0.42 0.07
N -4.64 -0.02 -0.85
C 0.51 -0.41 -1.50
C 1.93 -0.54 -1.05
C 2.23 -1.95 -0.48
C 1.20 -2.39 0.56
C 1.58 -3.76 1.12
C 1.66 -4.80 0.01
C 2.68 -4.35 -1.05
C 2.30 -2.99 -1.61
C 2.25 0.57 -0.03
C 3.76 0.73 0.22
C 4.19 0.35 1.64
C 3.92 1.44 2.69
O 2.56 1.69 2.92
H 2.96 4.27 -1.78
H 3.72 4.79 -0.27
H 2.58 5.85 -1.10
H 1.51 4.79 0.87
H 0.72 4.25 -0.63
H 2.05 2.13 -1.53
H -1.80 2.53 -0.76
H -3.84 1.80 -2.73
H -3.90 3.18 -1.59
H -7.46 1.65 2.02
H -8.30 -0.57 2.74
H -7.42 -2.63 1.77
H -5.65 -2.57 0.04
H -4.03 -0.58 -1.43
H 0.05 -1.23 -2.02
H 2.58 -0.40 -1.92
H 3.21 -1.91 -0.01
H 0.21 -2.45 0.10
H 1.15 -1.67 1.38
H 0.83 -4.07 1.86
H 2.54 -3.69 1.63
H 1.95 -5.77 0.42
H 0.68 -4.91 -0.46
H 2.72 -5.09 -1.85
H 3.67 -4.30 -0.59
H 1.33 -3.06 -2.11
H 3.04 -2.68 -2.35
H 1.74 0.34 0.91
H 4.31 0.11 -0.49
H 4.05 1.77 0.04
H 3.68 -0.56 1.95
H 5.26 0.16 1.65
H 4.43 2.37 2.38
H 4.33 1.13 3.65
H 2.19 2.14 2.15
*
```

Results
- HOMO-LUMO gap: 8.88 eV
- E_tot: -1438.91538 Eh
- SMILES: CCO[C@@H]1OC(C(=O)NCc2nc3ccccc3[nH]2)=C[C@H](C2CCCCC2)[C@H]1CCCO
- Energy relative to the best compared isomer or geometry (same formula, charge and spin): 0.00 kcal/mol
- E_LUMO: 0.561 eV

(4)
Formula: C25H35N5O4PS
Source: the Open Molecules 2025 dataset
Level of theory: the ωB97M-V functional and the def2-TZVPD basis

Structure (ORCA input):
```
! wB97M-V def2-TZVPD RIJCOSX def2/J DEFGRID3
* xyz 1 1
C -0.36 -5.05 -0.40
C -0.31 -5.74 -1.84
C 0.30 -4.82 -3.02
C -0.56 -3.51 -3.37
C -2.05 -4.08 -3.73
C -0.54 -2.31 -2.35
C 0.57 -2.00 -1.28
N 1.77 -2.86 -1.14
C 2.62 -2.38 -2.02
S 3.64 -1.82 -3.21
C 0.50 -0.75 -0.31
P 1.94 -0.50 0.91
O 2.45 0.99 0.87
C -0.70 0.27 -0.36
C -0.77 1.54 0.60
N -1.35 1.29 1.95
C -1.80 0.00 -1.41
C -1.67 -1.25 -2.37
C -2.96 -1.03 -3.25
O -3.33 -1.40 -4.38
N -3.87 -0.11 -2.56
C -5.15 -0.66 -2.04
C -5.14 -1.59 -0.81
C -6.57 -2.04 -0.46
C -7.74 -1.52 -1.27
N -7.80 -0.66 -2.40
C -6.46 -0.31 -2.71
C -3.15 0.84 -1.72
O -3.48 1.98 -1.35
H 0.68 -4.85 0.07
H -0.85 -5.81 0.32
H -1.04 -4.12 -0.36
H -1.35 -6.14 -2.06
H 0.38 -6.66 -1.75
H 0.24 -5.49 -3.97
H 1.43 -4.63 -2.90
H -0.16 -3.12 -4.38
H -2.35 -3.64 -4.75
H -2.04 -5.22 -3.90
H -2.80 -3.75 -2.94
H 1.63 -0.92 2.24
H 3.06 -1.29 0.42
H -1.49 2.29 0.08
H 0.23 2.10 0.67
H -2.37 1.18 1.91
H -0.88 0.52 2.44
H -4.21 -1.93 -0.25
H -6.75 -2.76 0.40
H -8.78 -1.87 -0.92
H -6.36 0.36 -3.65
C 5.14 3.45 2.85
N 3.79 4.02 3.21
C 2.97 2.92 3.84
C 3.09 4.49 1.96
C 3.92 5.15 4.24
C 4.68 6.39 3.76
O 6.01 6.06 3.41
H 4.99 2.50 2.34
H 5.65 4.13 2.16
H 5.72 3.30 3.76
H 2.86 2.11 3.11
H 1.99 3.32 4.10
H 3.49 2.56 4.73
H 3.71 5.24 1.46
H 2.12 4.92 2.24
H 2.95 3.63 1.30
H 4.42 4.72 5.11
H 2.90 5.44 4.53
H 4.71 7.12 4.57
H 4.19 6.86 2.91
H 6.46 6.87 3.14
*
```

Results
- HOMO-LUMO gap: 7.51 eV
- E_tot: -2287.32114 Eh
- E_LUMO: -3.380 eV